Record 1
Density functional theory data (the ωB97M-V functional and the def2-TZVPD basis) for a structure of composition C38H62BCaIN7O6PS2.

Computed properties:
* ⟨S²⟩: 0.753
* HOMO-LUMO gap (alpha / beta): 7.0 / 7.0 eV
* net charge: -1
* multiplicity: 2
* electronic energy: -121313.139 eV
* relative energy (zero: lowest compared OMol25 entry of this formula, charge and spin): 0.0000 eV
* highest occupied orbital energy (alpha / beta): -0.1846 / -0.1850 Eh

The geometry in XYZ format:
```
119
Properties=species:S:1:pos:R:3:forces:R:3:mulliken_spin:R:1
Ca -0.0185 0.1760 -0.8528 -0.0824 -0.5518 -0.3788 0.00
C 2.4481 -3.7189 -0.4115 -0.0856 0.7368 -0.6591 0.00
C 1.2172 -3.4565 0.4627 -0.2632 0.0612 -0.1822 0.05
C 0.8567 -4.7509 1.2019 -0.2787 0.3226 0.1398 0.00
C 1.4513 -2.3071 1.4007 -0.4930 0.9639 -0.1861 -0.03
C 2.1932 -2.3298 2.5796 0.1377 0.8947 0.5410 0.00
C 2.1217 -1.0253 3.0937 -0.1483 -0.2491 -0.3998 0.00
C 2.7698 -0.5482 4.3921 -0.1179 -0.6872 -0.8168 0.00
C 4.2832 -0.9081 4.3723 -0.6960 0.4929 -0.0334 0.00
C 2.0413 -1.1893 5.5936 0.0934 0.6676 -0.0416 0.00
N 1.3572 -0.2707 2.2386 0.4839 -0.4602 -0.0100 0.00
N 0.9460 -1.0705 1.1762 0.7149 -0.2525 0.6324 0.00
B 0.9770 1.2819 2.3347 -0.2999 -0.9082 -0.2521 0.00
N -0.6117 1.3837 2.1520 0.0095 0.4500 -0.1606 0.00
N -1.3164 0.8657 1.0576 -0.5178 0.9846 1.1956 0.00
C -2.6230 1.2223 1.2409 1.4038 -0.8373 -0.6126 0.00
C -2.7371 1.9693 2.3906 -0.2269 0.7025 1.1574 0.00
C -1.4695 2.0567 2.9696 -0.5917 -0.2158 -0.5862 0.00
C -1.1779 2.7534 4.2879 -0.0775 -0.1239 -0.2725 0.00
C -1.8006 4.1721 4.2839 0.2957 -0.0880 0.1854 0.00
C -1.7337 1.9428 5.4839 0.4872 0.5128 -0.2467 0.00
C -3.7297 0.7256 0.3433 0.3380 -0.3399 -0.2193 0.00
C -4.8887 0.1349 1.1736 0.4126 -0.0016 -0.2324 0.00
C -4.2722 1.7937 -0.6180 -0.7141 0.0636 -0.5073 0.00
N 1.8019 2.1389 1.2653 -0.0077 -0.5523 -1.4912 0.00
N 1.9380 1.7263 -0.1120 -0.0005 0.9792 1.4370 0.00
C 2.7527 2.6393 -0.6766 -0.5329 -0.1907 0.7567 0.00
C 3.1208 3.6282 0.2390 -0.2196 -0.4002 0.9173 0.00
C 2.5139 3.2682 1.4577 0.2610 0.5843 -0.3870 0.00
C 2.6168 4.0657 2.7737 -0.7418 -1.2669 -0.6286 0.00
C 4.0089 3.9262 3.3699 0.0779 0.1737 -0.0429 0.00
C 2.3122 5.5360 2.5219 -0.2711 -0.1139 0.1958 0.00
C 3.2047 2.6555 -2.1127 -0.0609 -0.2531 0.4659 0.00
C 3.9061 1.3555 -2.5247 0.0478 -0.2491 -0.1087 -0.01
C 2.0786 3.0881 -3.0441 -0.6327 -0.0644 -0.4510 0.00
H 2.2243 -4.5373 -1.0961 0.1476 -0.1315 0.0078 0.00
H 3.3219 -3.9528 0.1876 0.0899 -0.2924 0.2590 0.00
H 2.7391 -2.8553 -1.0353 -0.2652 -0.3403 0.4075 0.00
H 0.3267 -3.1913 -0.1387 0.5062 -0.0938 -0.0601 -0.02
H 1.6172 -5.0303 1.9355 -0.0534 0.0938 0.0869 0.00
H 0.7947 -5.5678 0.4878 -0.0823 -0.1101 -0.1529 0.00
H -0.1288 -4.6408 1.6710 0.3213 -0.1140 0.0698 0.00
H 2.7404 -3.1689 3.0070 -0.2787 0.3016 -0.1177 0.00
H 2.6548 0.5311 4.4075 0.1097 0.1467 0.2663 0.00
H 4.4493 -1.9747 4.3690 -0.1097 -0.4294 0.2766 0.00
H 4.7813 -0.4519 5.2230 0.1241 -0.0766 0.2075 0.00
H 4.7697 -0.5577 3.4695 -0.0428 0.3210 -0.2220 0.00
H 2.0065 -2.2658 5.4989 0.1239 -0.3157 -0.0622 0.00
H 1.0049 -0.8472 5.6728 0.1000 0.0466 -0.1534 0.00
H 2.5384 -0.9300 6.5315 0.0609 -0.0404 0.0022 0.00
H 1.2844 1.7037 3.4466 -0.2632 -0.3491 -0.7129 0.00
H -3.6501 2.4133 2.7946 0.3709 -0.2884 -0.1508 0.00
H -0.0885 2.8027 4.3750 -0.1864 0.2428 0.1873 0.00
H -2.8962 4.1182 4.3125 0.2235 -0.0347 0.0490 0.00
H -1.5285 4.7403 3.3970 0.0608 -0.0942 -0.1794 0.00
H -1.4546 4.7664 5.1430 -0.1564 -0.2963 -0.0558 0.00
H -2.8008 1.8143 5.3977 -0.4613 0.0446 -0.1034 0.00
H -1.5261 2.4632 6.4266 0.0211 -0.0954 -0.1232 0.00
H -1.3019 0.9533 5.5173 0.2415 -0.2958 0.0449 0.00
H -3.2841 -0.0887 -0.2733 -0.3623 0.4952 0.5325 0.00
H -5.3923 0.8787 1.7956 0.1058 0.1479 -0.0495 0.00
H -4.5302 -0.6622 1.8192 -0.0017 -0.1768 0.0323 0.00
H -5.6297 -0.2670 0.4824 -0.0852 -0.0858 0.0420 0.00
H -3.7189 2.7247 -0.6129 0.2322 0.1007 0.0973 0.00
H -5.3241 2.0329 -0.3827 0.3122 -0.0020 0.0624 0.00
H -4.2767 1.4453 -1.6625 0.1423 -0.0177 0.3517 0.00
H 3.7800 4.4705 0.0503 -0.2022 -0.2047 0.0836 0.00
H 1.8596 3.5971 3.4445 0.5659 0.6390 -0.2350 0.00
H 4.7742 4.2283 2.6545 -0.0295 0.1217 -0.0703 0.00
H 4.2428 2.9188 3.6600 -0.0139 -0.6358 0.0984 0.00
H 4.1062 4.5453 4.2551 0.0230 0.2073 0.2010 0.00
H 3.0823 5.9661 1.8975 0.2135 0.1466 -0.3126 0.00
H 2.3372 6.0794 3.4636 -0.1133 0.0963 0.1448 0.00
H 1.3463 5.6938 2.0394 0.0326 -0.0542 0.0474 0.00
H 3.9660 3.4244 -2.0961 0.1966 0.3482 -0.3479 0.00
H 3.4253 0.4702 -2.1044 -0.0571 0.0578 -0.0774 0.01
H 4.9570 1.3443 -2.2106 -0.2361 0.0520 0.1596 0.00
H 3.9177 1.2491 -3.6106 -0.0810 0.0129 -0.0372 0.00
H 1.1178 2.6028 -2.8162 0.3760 -0.0653 -0.0073 0.00
H 2.3080 2.8041 -4.0716 0.0311 0.0509 -0.0865 0.00
H 1.8815 4.1686 -3.0466 0.2248 -0.1947 0.2375 0.00
C -6.0165 -4.1739 -0.2972 0.6653 0.1262 -0.4273 0.00
C -5.3888 -3.1178 -1.2038 0.6143 -0.0375 -0.3400 0.00
O -4.1598 -3.5982 -1.8098 0.3687 0.1225 0.1008 0.00
P -2.6613 -3.1636 -1.2771 0.4465 -1.0012 -0.5578 -0.01
S -2.0471 -1.4227 -2.0104 -0.4783 -0.2086 -0.1970 0.00
S -2.5554 -3.5144 0.6519 -0.0672 0.1980 -0.0011 0.00
O -1.7518 -4.2324 -2.1695 -1.1553 -0.5779 1.0009 0.01
C -1.9550 -5.6845 -1.8903 -0.1771 1.5844 -0.2956 0.00
C -2.7660 -6.2755 -3.0280 0.0132 0.5774 -0.0393 0.00
H -6.9882 -3.8779 0.0730 -0.2706 0.2554 0.0628 0.00
H -5.3554 -4.3900 0.5348 0.0821 0.0672 0.1520 0.00
H -6.1310 -5.0882 -0.8684 -0.1021 -0.2373 -0.1354 0.00
H -5.1592 -2.1833 -0.6940 -0.1742 0.0135 0.2321 0.00
H -6.0227 -2.8905 -2.0659 -0.1058 0.0115 0.2035 0.00
H -2.4474 -5.7630 -0.9226 -0.0614 -0.1738 0.0365 0.00
H -0.9490 -6.0675 -1.7985 0.2203 -0.3361 -0.0926 0.00
H -3.7071 -5.7182 -3.1104 0.0976 -0.3276 0.1408 0.00
H -2.9397 -7.3404 -2.9279 -0.1367 -0.2218 0.2567 0.00
H -2.2473 -6.1265 -3.9667 0.2434 0.0557 -0.2347 0.00
O 1.6085 -1.4877 -2.3745 -0.3606 0.0464 -0.8467 0.28
N 1.3061 -1.6090 -3.5042 0.6442 -0.4939 0.9835 0.74
O -1.4272 1.8694 -2.0674 1.2861 0.6504 0.1417 0.00
H -0.8043 2.6230 -1.8858 -1.0868 -0.8299 -0.5355 0.00
H -1.3725 1.6736 -3.0748 -0.0613 0.3948 0.7128 0.00
I 2.0047 -0.5519 -10.5783 -0.0415 -0.0510 0.7080 0.00
C 1.2724 -0.2083 -8.5877 0.5931 -0.3591 -0.8400 0.00
C 2.0746 -0.4478 -7.4715 -0.0600 0.0153 -0.6349 0.00
C 1.5737 -0.0854 -6.2341 -0.5641 0.2267 0.1636 0.04
C 0.2551 0.4108 -6.1017 1.3184 -0.8356 -2.0074 0.01
C -0.5087 0.6057 -7.2740 -0.8293 0.1210 1.2147 0.00
C -0.0108 0.3012 -8.5218 0.1853 0.2225 -0.4051 0.00
C -0.2843 0.6810 -4.7827 -0.1051 -0.0996 3.9667 -0.01
O -1.2193 1.5033 -4.6715 0.3222 -0.3525 -0.1318 0.00
O 0.2522 0.0926 -3.7109 -0.9873 1.8833 -2.4802 -0.02
H 3.0552 -0.9296 -7.5603 -0.3909 0.4337 -0.0473 0.00
H 2.2297 -0.1682 -5.3725 -0.4079 -0.1756 0.0554 -0.04
H -1.5460 0.9717 -7.1763 0.7273 -0.1477 0.0659 0.00
H -0.5728 0.4918 -9.4495 0.2163 -0.1616 0.6963 0.00
```
Positions in Å, forces in eV/Å.

---

Record 2
Density functional theory data (the ωB97M-V functional and the def2-TZVPD basis) for a structure of composition C38H62BiN3O5P2.

Computed properties:
* HOMO-LUMO gap: 7.4 eV
* net charge: 0
* electronic energy: -79540.533 eV
* relative energy (zero: lowest compared OMol25 entry of this formula, charge and spin): 0.2570 eV
* highest occupied orbital energy: -0.2652 Eh

The geometry in XYZ format:
```
111
Properties=species:S:1:pos:R:3:forces:R:3:lowdin_charge:R:1
Bi 0.1798 0.3555 -0.1791 0.5811 0.1592 -0.3474 1.73
C -0.2990 -4.7566 -2.3916 -0.1322 0.0445 -0.0304 -0.13
C -1.0764 -4.4564 -1.1052 0.3234 0.2051 -0.1759 -0.52
C -1.0205 -5.6392 -0.1218 -0.0991 0.0732 0.0124 -0.12
P -0.6313 -2.7356 -0.4843 -0.6261 -0.3864 0.5967 1.06
C -2.2185 -2.3258 0.4580 0.0603 -0.1693 -0.1928 -0.56
C -2.6870 -3.3283 1.5081 0.0743 0.1302 -0.0067 -0.10
C -3.3268 -2.0267 -0.5570 0.1207 0.0169 0.0278 -0.13
C 0.6200 -3.0093 0.8303 0.0375 0.1122 -0.0363 -0.32
C 1.4892 -4.0997 0.7813 0.0424 -0.0075 0.0182 -0.06
C 2.4944 -4.2967 1.7191 -0.0398 -0.0573 0.0047 -0.27
C 3.3753 -5.5167 1.6615 0.0066 0.0674 -0.0512 -0.05
C 2.6527 -3.3390 2.7150 -0.0112 0.0365 0.0391 -0.04
C 1.8602 -2.2068 2.7365 0.0101 0.0529 -0.0153 -0.04
C 0.8500 -2.0112 1.7943 0.0678 -0.2898 -0.0223 -0.35
N 0.1263 -0.8089 1.7613 0.1623 0.1263 -0.0056 -0.20
C -0.5621 -0.3846 2.8665 -0.2530 -0.1141 0.0755 -0.33
C -0.9218 -1.2702 3.9056 0.0219 -0.0902 0.0149 -0.02
C -1.7273 -0.8730 4.9488 0.0484 0.0232 -0.0681 -0.03
C -2.2181 0.4302 5.0366 -0.0367 0.1552 0.0014 -0.28
C -3.1305 0.8613 6.1546 -0.0220 -0.0332 -0.0747 -0.05
C -1.8462 1.3113 4.0375 -0.1035 -0.0464 0.0438 -0.09
C -1.0346 0.9398 2.9624 0.1688 -0.0285 -0.2035 -0.31
P -0.4896 2.1302 1.7010 -0.5969 0.0996 0.8134 1.02
C 0.6584 3.2573 2.6534 0.1036 -0.2545 -0.3633 -0.50
C 0.3079 3.4788 4.1193 -0.1074 0.0824 -0.0568 -0.10
C 2.0398 2.6050 2.5324 -0.0547 0.0349 -0.0895 -0.12
C -2.0581 2.9322 1.0829 0.1795 0.0179 0.1401 -0.52
C -2.5148 4.1401 1.8968 0.1187 0.0013 -0.0477 -0.09
C -3.1610 1.8791 0.9525 0.1473 0.0583 -0.0402 -0.10
H -0.6769 -5.6693 -2.8589 0.0360 -0.0294 0.0199 0.08
H 0.7660 -4.8939 -2.1921 0.0088 -0.0013 -0.0072 0.07
H -0.4041 -3.9334 -3.0971 0.0609 0.0002 -0.0400 0.05
H -2.1175 -4.3049 -1.4022 0.0101 0.0308 0.0283 0.08
H -0.1864 -6.3003 -0.3597 0.0051 -0.0021 0.0140 0.07
H -1.9338 -6.2325 -0.1956 0.0084 -0.0216 -0.0003 0.08
H -0.9072 -5.3238 0.9127 -0.0235 -0.0654 0.0210 0.06
H -2.0047 -1.3936 0.9769 0.0640 0.0610 0.0379 0.05
H -3.0712 -4.2396 1.0471 0.0122 -0.0168 0.0077 0.07
H -3.4897 -2.8839 2.1027 -0.0262 -0.0526 0.0093 0.08
H -1.8769 -3.5917 2.1890 -0.0269 -0.0542 0.0255 0.06
H -3.6935 -2.9376 -1.0342 -0.0139 0.0169 -0.0271 0.07
H -2.9730 -1.3526 -1.3420 -0.0624 -0.0014 -0.0181 0.07
H -4.1755 -1.5564 -0.0549 -0.0183 -0.0136 -0.0131 0.08
H 1.3817 -4.8280 -0.0123 -0.0293 -0.0275 0.0570 0.09
H 2.8274 -6.3749 1.2718 0.0168 -0.0141 0.0028 0.08
H 3.7504 -5.7716 2.6523 0.0176 -0.0181 -0.0076 0.08
H 4.2369 -5.3508 1.0106 0.0088 -0.0097 0.0111 0.08
H 3.4225 -3.4634 3.4685 0.0094 -0.0205 -0.0142 0.11
H 2.0280 -1.4378 3.4820 -0.0164 0.0001 0.0056 0.12
H -0.5664 -2.2909 3.8611 -0.0273 -0.0048 0.0175 0.11
H -1.9994 -1.5960 5.7101 0.0342 -0.0041 0.0145 0.12
H -2.9402 0.2888 7.0622 -0.0030 0.0128 0.0127 0.07
H -4.1790 0.7137 5.8834 -0.0056 -0.0091 0.0406 0.08
H -2.9989 1.9190 6.3851 0.0075 -0.0014 0.0187 0.07
H -2.2021 2.3322 4.1033 0.0077 -0.0248 -0.0010 0.09
H 0.6496 4.2026 2.1198 0.0374 0.0992 -0.1740 0.09
H 0.2669 2.5385 4.6670 0.0230 0.0335 0.0193 0.08
H -0.6377 4.0059 4.2533 0.0064 -0.0195 0.0265 0.07
H 1.0968 4.0897 4.5633 -0.0071 0.0338 -0.0255 0.09
H 2.0292 1.6131 2.9933 0.0416 -0.0107 -0.0065 0.08
H 2.7886 3.2108 3.0461 -0.0299 0.0142 0.0185 0.08
H 2.3301 2.4869 1.4904 0.0736 -0.0136 -0.0031 0.05
H -1.7985 3.2771 0.0830 0.1140 0.0521 -0.0746 0.08
H -2.8765 3.8458 2.8820 -0.0029 0.0519 0.0058 0.06
H -3.3356 4.6393 1.3782 -0.0069 -0.0056 0.0090 0.08
H -1.7056 4.8620 2.0141 -0.0474 0.0302 0.0379 0.07
H -3.4714 1.5095 1.9287 -0.0236 -0.0437 -0.0180 0.07
H -2.8261 1.0263 0.3541 -0.0979 -0.0548 0.0092 0.05
H -4.0288 2.3148 0.4538 0.0291 0.0078 -0.0343 0.09
C 2.6784 2.9507 -4.2826 -0.1146 -0.0218 -0.0607 -0.06
C 1.3789 2.8302 -5.0768 0.1810 0.0449 0.1087 -0.15
C 0.1019 3.1766 -4.2717 -0.0927 -0.1636 -0.4362 -0.31
C -1.1151 3.1222 -5.2112 -0.1335 -0.0055 0.1922 -0.18
C -2.4328 3.3811 -4.4833 0.1454 -0.0127 -0.0881 -0.07
C 0.2590 4.5875 -3.7552 0.0668 -0.0417 0.2772 -0.43
O 0.2061 5.5693 -4.4607 0.0251 0.0070 -0.1200 0.10
N 0.5189 4.6950 -2.4121 -0.0933 0.0797 -0.2415 0.21
C 0.4630 3.6646 -1.4753 0.1486 0.4322 0.0486 -0.55
O 0.6637 3.9726 -0.3047 -0.0694 -0.2064 0.2198 0.01
N 0.1706 2.4127 -1.8794 -0.0309 -0.3027 0.0493 0.06
C -0.0501 2.1191 -3.1819 0.0780 0.3838 0.4606 -0.45
O -0.3635 0.9797 -3.5212 -0.1115 0.0594 -0.1741 0.01
H 3.5223 2.6740 -4.9143 0.0338 -0.0030 0.0334 0.08
H 2.6801 2.2917 -3.4120 0.0122 0.0288 -0.0099 0.06
H 2.8404 3.9735 -3.9388 0.0377 -0.0012 0.0040 0.08
H 1.2651 1.8071 -5.4391 -0.0835 0.0125 -0.0382 0.12
H 1.4136 3.4970 -5.9401 -0.0563 -0.0049 -0.0085 0.12
H -1.1380 2.1351 -5.6726 0.0513 0.0072 -0.0181 0.12
H -0.9684 3.8706 -5.9901 0.0426 -0.0195 -0.0126 0.12
H -2.5944 2.6412 -3.6970 -0.0420 -0.0039 -0.0033 0.07
H -3.2658 3.3185 -5.1829 -0.0499 0.0268 0.0480 0.08
H -2.4408 4.3763 -4.0335 -0.0442 0.0072 -0.0061 0.08
H 0.6730 5.6251 -2.0506 0.0068 -0.0238 0.0681 0.16
C 4.2946 -0.6791 0.3364 -0.2327 0.0437 -0.0204 -0.05
C 3.0513 -0.5088 -0.5255 0.2615 -0.0391 -0.2907 -0.56
C 3.4129 -0.1214 -1.9561 -0.1755 -0.0132 0.2050 -0.06
O 2.2424 0.5030 0.0707 -0.4668 0.1068 -0.0447 -0.45
H 4.9018 -1.5062 -0.0354 0.0463 0.0282 -0.0021 0.08
H 4.0022 -0.8919 1.3630 0.0262 -0.0305 0.0493 0.06
H 4.8839 0.2398 0.3204 0.0271 -0.0108 -0.0013 0.08
H 2.5174 -1.4683 -0.5557 -0.0282 -0.0130 0.0409 0.11
H 3.9693 0.8181 -1.9553 0.0373 -0.0204 0.0038 0.08
H 2.5008 0.0074 -2.5429 0.0430 -0.0350 -0.0626 0.05
H 4.0172 -0.9036 -2.4195 0.0109 0.0353 -0.0595 0.09
C 1.1051 -1.7928 -4.4480 -0.0245 0.0846 0.1471 -0.17
O 0.4965 -1.4815 -3.2074 0.2163 -0.2865 -0.2216 -0.23
H 1.7810 -0.9982 -4.7835 0.0234 -0.0049 0.0011 0.07
H 0.3607 -1.9626 -5.2333 0.0225 -0.0293 -0.0028 0.08
H 1.6896 -2.7028 -4.3112 -0.0044 -0.0152 -0.0456 0.07
H 0.0789 -0.6078 -3.3032 -0.0458 -0.0040 0.0452 -0.01
```
Positions in Å, forces in eV/Å.

---

Q: Among the records above, which one has the highest electronic energy?
A: C38H62BiN3O5P2

---

Q: Number 1 is which compound?
A: C38H62BCaIN7O6PS2

---

Q: electronic energy of number 1 (C38H62BCaIN7O6PS2)?
A: -121313.139 eV

---

Q: Among the records above, which one has the highest relative energy (zero: lowest compared OMol25 entry of this formula, charge and spin)?
A: C38H62BiN3O5P2